ORCA calculation (ωB97M-V/def2-TZVPD) on a structure of composition C38H43CaCl3GeN7O2P2.

Atoms and positions in Å:
Ca (6.11, 4.30, 18.80)
C (3.53, 7.52, 19.34)
C (2.59, 6.76, 20.29)
C (1.94, 7.76, 21.27)
P (3.51, 5.24, 20.92)
C (2.39, 3.98, 21.70)
C (0.90, 4.45, 21.79)
C (2.80, 3.25, 23.00)
C (4.61, 5.77, 22.18)
C (4.01, 6.21, 23.36)
C (4.76, 6.90, 24.32)
C (6.00, 7.38, 24.00)
C (6.54, 7.12, 22.73)
C (5.98, 6.11, 21.88)
N (6.63, 5.32, 20.96)
C (8.02, 5.58, 20.81)
C (8.53, 6.79, 20.19)
C (9.78, 6.87, 19.56)
C (10.44, 5.64, 19.36)
C (10.09, 4.47, 20.06)
C (8.95, 4.52, 20.91)
P (8.46, 3.09, 21.99)
C (10.12, 2.25, 22.22)
C (10.40, 1.35, 21.02)
C (11.31, 3.11, 22.67)
C (7.98, 3.96, 23.58)
C (9.06, 4.94, 23.97)
C (7.76, 2.82, 24.58)
H (2.97, 8.36, 18.88)
H (3.94, 6.94, 18.53)
H (4.37, 8.02, 19.90)
H (1.79, 6.34, 19.60)
H (2.70, 8.35, 21.73)
H (1.49, 7.21, 22.08)
H (1.15, 8.39, 20.82)
H (2.42, 3.20, 20.92)
H (0.80, 5.24, 22.53)
H (0.35, 3.58, 22.25)
H (0.53, 4.65, 20.74)
H (2.36, 3.77, 23.89)
H (3.88, 3.12, 23.07)
H (2.39, 2.20, 22.99)
H (2.97, 6.00, 23.51)
H (4.32, 7.17, 25.29)
H (6.66, 7.87, 24.69)
H (7.49, 7.55, 22.40)
H (7.83, 7.63, 20.23)
H (10.29, 7.83, 19.35)
H (11.34, 5.59, 18.75)
H (10.66, 3.57, 19.93)
H (9.88, 1.52, 23.00)
H (11.40, 1.50, 20.69)
H (9.70, 1.53, 20.17)
H (10.33, 0.33, 21.30)
H (11.27, 4.13, 22.32)
H (12.29, 2.68, 22.33)
H (11.37, 3.15, 23.75)
H (6.99, 4.39, 23.43)
H (9.88, 4.43, 24.53)
H (8.58, 5.71, 24.58)
H (9.63, 5.42, 23.18)
H (8.65, 2.33, 24.97)
H (7.14, 2.07, 24.04)
H (7.12, 3.10, 25.46)
O (7.69, -2.49, 15.28)
N (7.33, -2.16, 16.45)
O (6.82, -2.95, 17.26)
C (7.50, -0.72, 16.80)
C (8.20, -0.01, 15.81)
C (8.42, 1.37, 15.99)
C (9.13, 2.21, 15.09)
C (9.40, 3.52, 15.46)
C (8.90, 4.06, 16.60)
N (8.07, 3.37, 17.41)
C (7.87, 2.06, 17.16)
C (7.15, 1.23, 18.12)
N (6.56, 1.96, 19.14)
C (5.78, 1.31, 20.02)
C (5.72, -0.10, 20.04)
C (6.32, -0.87, 19.05)
C (7.04, -0.18, 18.05)
H (8.48, -0.48, 14.86)
H (9.38, 1.80, 14.13)
H (10.07, 4.14, 14.86)
H (9.17, 5.09, 16.92)
H (5.16, 1.83, 20.75)
H (5.27, -0.56, 20.89)
H (6.24, -1.97, 19.07)
N (6.26, 6.08, 17.50)
C (6.77, 7.07, 17.11)
N (7.50, 8.13, 16.85)
C (7.90, 8.49, 15.67)
N (8.25, 8.77, 14.60)
Cl (5.20, 3.15, 15.68)
Ge (3.05, 3.91, 15.99)
Cl (3.35, 3.85, 18.43)
Cl (1.88, 2.09, 15.38)

Summary:
- Calculated total energy: -185729.36907 eV
- ΔE to the lowest compared entry with this formula, charge and spin: 0.0 kJ/mol
- 2S+1: 2
- Kohn-Sham gap (spin up / spin down): 6.044 / 4.638 eV

These are the Mulliken partial charges, in e, on atoms 1 to 8:
1 Ca 1.908
2 C -1.369
3 C 0.633
4 C -1.563
5 P 0.931
6 C 0.629
7 C -1.480
8 C -1.400